(1)
108
Properties=species:S:1:pos:R:3:forces:R:3:mulliken_charge:R:1 method="wB97M-V/def2-TZVPD" homo_energy_ev=-8.81 gap_ev=8.4 smiles="CCOCCc1c(CCCN)cc(C[C@@H](C)O)c2c1C(=O)c1c(cc(F)c(PP(=O)(O)O)c1/C(Cl)=C(/C)Cl)C2=O.FC(F)C(F)(F)COC(F)(F)C(F)F.FC(F)C(F)(F)COC(F)(F)C(F)F" max_force_ev_per_a=2.15
C 2.722 -4.800 -2.002 0.1 0.5 0.1 -1.032
C 1.537 -4.127 -2.726 0.7 -1.2 0.3 0.190
O 1.959 -2.870 -3.218 -0.4 0.1 -0.1 -0.433
C 0.909 -1.935 -3.355 -0.4 0.2 0.5 -0.873
C 0.905 -0.825 -2.253 -0.3 -0.8 -0.6 -0.973
C 0.590 -1.495 -0.920 0.3 0.8 -0.9 0.298
C -0.730 -1.843 -0.596 -0.2 0.2 -0.4 1.066
C -1.916 -1.603 -1.521 -0.2 0.5 0.6 -1.776
C -2.243 -0.108 -1.836 -1.2 -0.7 -0.4 -0.311
C -3.518 0.419 -1.092 1.3 1.0 -0.4 -0.735
N -3.021 1.388 -0.085 -0.6 -0.2 0.6 -0.485
C -0.962 -2.442 0.622 -0.1 0.1 -0.2 -0.750
C 0.070 -2.739 1.495 -0.4 -1.6 1.3 0.329
C -0.309 -3.391 2.820 -0.2 1.0 0.0 -1.538
C -0.415 -2.237 3.855 0.1 0.0 0.0 0.765
C -1.052 -2.673 5.182 0.0 0.6 -0.3 -1.590
O 0.871 -1.638 4.101 0.0 -0.2 -0.1 -0.530
C 1.374 -2.447 1.175 0.8 0.4 -0.3 0.285
C 1.620 -1.791 -0.043 0.9 0.0 0.5 1.258
C 3.069 -1.447 -0.312 0.4 0.1 -0.6 0.110
O 3.577 -1.464 -1.418 -0.5 0.2 0.9 -0.518
C 3.918 -1.109 0.903 -0.6 -0.5 0.2 -0.521
C 3.682 -1.805 2.085 -0.9 -0.2 -1.0 0.821
C 4.455 -1.561 3.178 0.2 -0.8 2.0 -1.521
C 5.474 -0.642 3.166 -0.1 0.1 -0.7 0.896
F 6.229 -0.461 4.248 0.0 0.0 0.2 -0.372
C 5.720 0.094 2.028 -0.1 1.1 -0.4 0.879
P 7.057 1.340 1.896 1.2 -0.4 -0.2 -0.171
P 7.212 2.435 3.761 0.5 0.4 1.3 0.929
O 8.072 1.795 4.759 0.0 -0.5 -0.1 -0.635
O 7.870 3.854 3.325 -1.0 -0.4 -0.3 -0.511
O 5.768 2.745 4.426 0.1 0.4 -0.7 -0.455
C 4.915 -0.158 0.912 0.9 -0.1 -1.7 -0.171
C 5.109 0.640 -0.355 -0.6 0.4 0.7 -0.885
Cl 6.074 0.066 -1.681 0.0 0.2 0.6 -0.218
C 4.468 1.809 -0.411 0.2 -0.1 -0.6 0.735
C 4.468 2.785 -1.552 -0.7 0.4 0.6 -1.369
Cl 3.561 2.304 1.018 0.0 0.2 -0.6 -0.058
C 2.554 -2.802 2.067 -0.6 -0.4 0.6 -0.122
O 2.572 -3.814 2.738 0.3 0.6 -0.4 -0.624
H 3.323 -5.431 -2.664 -0.2 0.0 0.1 0.346
H 2.401 -5.369 -1.121 0.0 -0.1 -0.3 0.306
H 3.383 -4.007 -1.635 -0.1 -0.1 -0.1 0.117
H 1.234 -4.802 -3.545 -0.2 0.4 0.0 0.480
H 0.700 -4.069 -2.016 0.1 0.4 -0.2 -0.071
H 0.881 -1.482 -4.356 0.4 -0.2 0.2 0.468
H -0.037 -2.479 -3.218 0.1 0.2 -0.3 0.379
H 1.835 -0.255 -2.237 -0.1 -0.3 0.0 0.460
H 0.112 -0.134 -2.556 0.1 -0.1 0.2 0.422
H -2.795 -1.992 -0.988 0.2 -0.1 -0.2 0.572
H -1.845 -2.176 -2.452 0.2 0.1 0.2 0.384
H -1.424 0.564 -1.579 -0.1 -0.1 -0.1 0.360
H -2.458 -0.068 -2.914 0.3 0.3 0.2 0.090
H -4.092 -0.391 -0.632 0.1 0.2 0.0 0.408
H -4.160 0.987 -1.781 -0.1 -0.7 -0.1 0.341
H -2.953 2.304 -0.518 0.1 -0.1 0.0 0.200
H -3.710 1.507 0.653 0.1 0.0 0.0 0.182
H -1.987 -2.696 0.887 0.2 0.0 0.1 0.366
H -1.315 -3.819 2.723 0.2 0.0 0.0 0.516
H 0.397 -4.162 3.126 -0.1 0.2 0.1 0.536
H -1.014 -1.441 3.386 -0.2 -0.3 0.2 0.216
H -2.134 -2.499 5.119 0.1 -0.4 0.0 0.342
H -0.692 -2.008 5.975 0.0 -0.3 -0.1 0.391
H -0.832 -3.718 5.420 -0.1 0.2 0.0 0.365
H 0.867 -0.767 3.690 0.0 -0.1 0.1 0.206
H 4.293 -2.095 4.115 -0.1 0.0 -0.3 0.516
H 6.659 2.326 0.964 -0.5 -0.2 0.5 0.067
H 7.482 4.573 3.841 0.1 0.1 -0.1 0.314
H 5.826 2.583 5.379 0.1 -0.1 -0.1 0.327
H 3.437 2.935 -1.907 0.2 -0.1 0.0 0.293
H 4.771 3.761 -1.146 0.2 -0.2 -0.3 0.342
H 5.082 2.477 -2.396 0.1 0.0 0.3 0.436
F -1.778 2.590 2.889 -0.4 0.0 0.1 -0.205
C -0.541 2.470 3.379 0.5 0.0 -0.3 -0.070
F 0.022 1.380 2.795 0.1 -0.1 0.2 -0.174
C -0.535 2.280 4.898 -0.5 -0.2 0.6 1.081
F -1.139 1.116 5.230 0.0 0.0 -0.2 -0.234
F 0.771 2.154 5.268 0.1 0.2 -0.2 -0.337
C -1.125 3.417 5.757 0.1 0.4 0.5 -0.873
O -2.466 3.272 6.226 -0.1 -0.4 -0.8 -0.412
C -3.534 3.657 5.433 0.9 0.5 0.5 0.781
F -3.111 4.338 4.353 -0.2 -0.1 -0.2 -0.274
F -4.265 4.523 6.167 -0.2 -0.2 0.0 -0.302
C -4.434 2.474 5.063 -0.4 -0.4 0.0 0.181
F -3.751 1.527 4.392 0.2 0.1 0.0 -0.183
F -5.438 2.894 4.259 0.1 0.2 0.1 -0.264
H 0.041 3.350 3.090 0.0 0.0 0.1 0.231
H -0.533 3.420 6.672 0.0 -0.2 0.0 0.409
H -0.959 4.396 5.308 -0.1 -0.1 -0.3 0.346
H -4.861 2.020 5.960 0.0 0.1 0.1 0.227
F -6.263 0.024 -5.785 0.1 0.2 -0.2 -0.227
C -5.201 -0.751 -5.510 -0.2 -0.4 0.4 0.056
F -5.092 -0.808 -4.160 0.2 0.0 0.0 -0.196
C -3.899 -0.196 -6.096 0.2 0.7 -0.3 1.064
F -3.595 0.992 -5.531 -0.2 0.0 0.1 -0.292
F -2.910 -1.062 -5.729 -0.2 -0.3 0.0 -0.334
C -3.811 -0.061 -7.631 0.3 -0.2 -0.6 -0.833
O -4.049 1.222 -8.206 -0.5 0.1 0.7 -0.398
C -5.339 1.635 -8.499 0.7 -0.9 -0.4 0.790
F -6.208 0.618 -8.373 -0.2 0.2 0.2 -0.281
F -5.344 1.981 -9.804 -0.1 0.3 0.1 -0.300
C -5.750 2.863 -7.682 -0.1 0.5 0.2 0.183
F -5.692 2.614 -6.360 0.1 -0.2 0.0 -0.205
F -7.026 3.203 -7.976 0.0 -0.1 -0.2 -0.258
H -5.399 -1.762 -5.877 0.1 0.0 -0.1 0.246
H -2.767 -0.260 -7.874 0.0 0.1 0.1 0.418
H -4.375 -0.841 -8.142 -0.2 0.1 0.2 0.339
H -5.096 3.709 -7.903 0.1 -0.1 -0.1 0.241

---

(2)
83
Properties=species:S:1:pos:R:3:forces:R:3:mulliken_charge:R:1 method="wB97M-V/def2-TZVPD" de_lowest_kj_mol=106.7 homo_energy_ev=-5.53 gap_ev=3.1 max_force_ev_per_a=2.54
C 3.626 -1.784 3.932 0.2 -0.2 0.2 -1.343
C 2.855 -0.529 3.599 -0.4 -0.4 -0.2 0.131
O 1.516 -0.935 3.227 1.3 0.1 0.2 -0.287
C 0.766 0.113 2.780 -2.5 -0.2 -0.3 -0.179
C -0.648 -0.235 2.690 0.6 2.0 0.2 0.430
C -1.621 0.822 2.778 0.1 -1.5 0.2 0.224
O -1.415 2.007 2.525 0.0 1.1 -0.2 -0.734
C -3.071 0.445 3.240 0.3 0.2 -0.4 -0.631
C -3.231 -0.907 3.920 0.0 -0.2 -0.2 -0.637
C -2.472 -1.972 3.121 0.3 0.1 -0.2 -0.781
C -0.975 -1.640 2.944 -0.3 -1.6 0.8 -0.434
O 1.287 1.198 2.567 0.6 0.3 -0.3 -0.422
H 4.661 -1.523 4.184 -0.2 -0.1 0.0 0.393
H 3.188 -2.307 4.794 0.1 0.1 -0.2 0.322
H 3.642 -2.476 3.084 0.0 0.1 0.1 0.301
H 2.786 0.138 4.472 0.1 0.0 -0.4 0.286
H 3.314 0.008 2.757 -0.1 0.0 0.3 0.035
H -3.437 1.261 3.884 0.2 -0.1 -0.3 0.294
H -3.682 0.447 2.319 0.1 0.1 0.3 0.233
H -2.921 -0.856 4.971 0.3 -0.1 -0.2 0.314
H -4.293 -1.181 3.946 0.1 0.1 0.0 0.302
H -2.553 -2.947 3.613 -0.1 0.0 -0.2 0.343
H -2.932 -2.055 2.122 -0.1 0.0 0.3 0.317
H -0.539 -2.252 2.128 -0.3 -0.1 0.4 0.199
H -0.465 -1.976 3.868 -0.1 -0.1 -0.3 0.213
C 3.642 8.168 -0.150 -0.3 0.2 -0.3 -1.086
N 3.908 6.745 -0.252 0.5 -0.3 0.6 0.501
C 4.855 6.156 0.550 -0.3 1.1 0.4 0.094
O 5.606 6.755 1.316 -0.6 -1.1 -1.3 -0.663
C 4.723 4.649 0.365 0.9 0.1 -0.4 0.305
C 4.595 3.964 1.712 0.0 0.2 0.4 -1.494
C 3.373 4.494 2.425 -0.4 0.1 0.4 0.101
C 3.371 5.696 3.147 0.0 0.0 0.1 0.025
C 2.212 6.110 3.808 0.0 -0.1 0.1 -0.995
C 1.057 5.317 3.785 0.1 0.2 -0.4 -0.464
C 1.019 4.190 2.965 -0.1 0.0 0.2 -1.258
C 2.180 3.793 2.311 0.1 0.1 -0.1 0.223
N 3.511 4.515 -0.451 -1.2 -1.6 -0.2 0.567
C 2.798 3.369 -0.514 1.0 1.3 0.9 -1.195
C 1.503 3.283 -1.001 -1.2 -0.5 -0.1 0.644
C 0.806 2.069 -1.108 1.4 0.8 -0.2 -0.066
C -0.113 1.839 -2.188 -1.6 0.3 -0.6 0.553
C -0.516 0.528 -2.558 0.2 0.4 0.3 -0.402
C -1.312 0.314 -3.685 -0.1 0.5 -0.2 -0.639
C -1.800 1.409 -4.431 0.4 -0.1 0.6 -0.333
C -1.471 2.719 -4.039 0.2 -0.1 0.3 -0.753
C -0.638 2.933 -2.938 -0.1 -0.5 -0.2 -0.184
C 2.946 5.818 -0.848 0.1 0.6 0.6 -0.779
C 2.810 6.010 -2.329 0.6 -0.3 -0.6 -0.768
C 3.877 5.984 -3.152 -0.8 0.1 0.9 -0.171
C 3.819 6.302 -4.568 -0.1 0.1 -1.4 0.854
C 5.012 6.467 -5.312 -0.6 -0.1 0.4 -0.466
C 4.965 6.737 -6.677 -0.3 0.1 -0.1 -0.523
C 3.731 6.852 -7.336 0.2 -0.1 0.4 -0.442
C 2.543 6.713 -6.606 0.1 0.0 0.2 -0.624
C 2.580 6.449 -5.236 0.6 0.0 -0.1 -0.431
H 4.425 8.647 0.447 -0.1 -0.3 -0.1 0.370
H 3.627 8.620 -1.149 0.0 -0.1 0.2 0.296
H 2.671 8.343 0.334 0.2 -0.1 -0.1 0.375
H 5.604 4.319 -0.210 -0.2 -0.1 0.2 0.310
H 4.526 2.879 1.571 0.1 0.2 0.2 0.343
H 5.500 4.198 2.287 -0.1 -0.2 -0.2 0.664
H 4.280 6.300 3.180 -0.3 -0.2 0.2 0.483
H 2.215 7.062 4.345 0.0 -0.4 0.0 0.384
H 0.170 5.593 4.359 0.3 0.0 -0.2 0.438
H 0.112 3.593 2.837 0.2 0.0 0.2 0.619
H 2.169 2.894 1.708 -0.2 0.0 0.4 0.910
H 3.301 2.464 -0.159 -0.1 0.4 -0.1 0.534
H 1.015 4.204 -1.328 0.4 -0.5 -0.3 0.328
H 1.070 1.234 -0.443 0.1 0.2 -0.4 0.185
H -0.192 -0.310 -1.931 -0.1 0.3 -0.3 0.406
H -1.568 -0.702 -3.991 0.0 0.3 0.2 0.383
H -2.454 1.249 -5.293 0.3 0.0 0.3 0.368
H -1.871 3.577 -4.586 0.1 -0.4 0.2 0.387
H -0.415 3.956 -2.626 -0.1 -0.4 -0.3 0.349
H 1.953 5.975 -0.380 0.4 -0.2 0.1 0.569
H 1.791 6.178 -2.681 0.4 0.2 0.0 0.367
H 4.861 5.727 -2.742 -0.3 0.3 0.0 0.247
H 5.966 6.386 -4.784 -0.2 0.0 -0.3 0.353
H 5.893 6.865 -7.236 -0.3 -0.1 0.1 0.370
H 3.698 7.051 -8.408 0.0 0.0 0.3 0.365
H 1.579 6.814 -7.104 0.3 0.0 0.1 0.376
H 1.654 6.347 -4.665 0.3 0.0 -0.4 0.204